Molecular formula: C4H6N2O3
Method: DFT, the ωB97M-V functional and the def2-TZVPD basis

Last column: Löwdin charge in e.
Atoms and positions in Å:
C1 -1.677 -0.396 -0.342  0.0987
C2 -0.398 -0.669 -0.562  -0.0991
N1 0.532 -1.450 -0.922  -0.3671
O1 1.513 -1.627 -0.232  0.0180
O2 0.611 -2.004 -2.164  0.0764
H1 -2.005 0.577 -0.193  0.0460
H2 -2.449 -1.111 -0.186  0.0658
H3 1.525 -1.818 -2.594  0.1807
C3 0.064 1.190 1.911  -0.0915
N2 0.313 1.525 0.556  0.0615
C4 0.805 1.269 -0.504  -0.4082
O3 1.292 1.172 -1.549  0.1589
H4 0.832 1.715 2.496  0.0934
H5 -0.822 1.591 2.269  0.0422
H6 -0.136 0.037 2.017  0.1245

Computed properties:
- LUMO level (spin up / spin down) (eV) = 0.20 / 0.20
- calculated total energy (eV) = -13361.1632
- energy relative to the best compared isomer or geometry (same formula, charge and spin) (kJ/mol) = 754.1
- orbital gap (spin up / spin down) (eV) = 9.1685 / 9.1676
- HOMO energy (spin up / spin down) (eV) = -8.97 / -8.97
- multiplicity = 1
- structure (SMILES) = C=C=[N+]([O-])O.CN=C=O

***

Molecular formula: C43H98N7O9Pd
Method: DFT, the ωB97M-V functional and the def2-TZVPD basis

Last column: Löwdin charge in e.
Atoms and positions in Å:
Pd1 -2.659 -4.000 1.511  0.6962
C1 -1.161 -1.705 -1.311  -0.0294
C2 -0.371 -2.067 0.008  -0.5067
C3 0.542 -0.940 0.561  -0.0845
O1 -1.041 -2.627 1.142  -0.3713
H1 -1.888 -2.509 -1.419  0.0480
H2 -0.547 -1.737 -2.211  0.0449
H3 -1.709 -0.772 -1.447  0.0601
H4 0.433 -2.631 -0.465  0.0983
H5 1.049 -0.507 -0.301  0.0469
H6 1.376 -1.191 1.216  0.0417
H7 0.037 -0.182 1.161  0.0484
C4 0.400 -9.433 -0.399  -0.0444
O2 -0.386 -8.558 0.472  -0.2145
C5 0.251 -7.405 0.879  -0.2490
C6 -0.874 -6.447 1.324  -0.1873
N1 -1.472 -5.571 0.339  -0.1042
C7 -2.336 -6.256 -0.630  -0.1840
C8 -2.708 -5.136 -1.496  -0.2708
O3 -3.382 -4.193 -0.726  -0.3112
C9 -4.664 -3.785 -1.193  -0.0556
H8 -0.222 -9.454 -1.294  0.0834
H9 0.388 -10.473 -0.071  0.0843
H10 1.425 -9.069 -0.468  0.0841
H11 1.057 -7.040 0.241  0.1196
H12 0.730 -7.790 1.779  0.1258
H13 -0.372 -5.767 2.013  0.1028
H14 -1.563 -7.078 1.885  0.1335
H15 -0.722 -5.282 -0.273  0.1182
H16 -3.220 -6.708 -0.180  0.1433
H17 -1.933 -6.974 -1.344  0.1325
H18 -3.434 -5.567 -2.186  0.1273
H19 -1.965 -4.713 -2.172  0.1359
H20 -4.567 -3.601 -2.263  0.0957
H21 -4.927 -2.896 -0.619  0.0919
H22 -5.340 -4.620 -1.011  0.0979
C10 -7.879 -0.682 -1.809  -0.1318
O4 -8.287 0.627 -1.694  -0.1983
C11 -7.953 1.683 -2.616  -0.1547
C12 -6.426 1.749 -3.024  -0.1887
N2 -5.554 2.335 -2.023  -0.0522
C13 -4.993 1.377 -1.103  -0.2619
C14 -3.874 1.969 -0.350  -0.1966
O5 -3.417 1.039 0.703  -0.1894
C15 -2.353 1.632 1.514  -0.1023
H23 -7.073 -0.733 -1.077  0.0707
H24 -7.516 -0.921 -2.809  0.0869
H25 -8.696 -1.369 -1.588  0.0924
H26 -8.351 2.646 -2.296  0.1188
H27 -8.504 1.578 -3.551  0.1088
H28 -6.315 2.416 -3.880  0.1054
H29 -6.073 0.836 -3.503  0.1109
H30 -5.940 2.982 -1.350  0.1147
H31 -4.732 0.455 -1.622  0.1232
H32 -5.698 1.043 -0.341  0.1191
H33 -4.235 2.910 0.063  0.1252
H34 -3.011 2.143 -0.992  0.1015
H35 -2.614 2.655 1.785  0.0748
H36 -1.466 1.618 0.881  0.0653
H37 -2.085 1.127 2.442  0.0669
C16 1.681 4.543 7.293  0.0144
C17 0.508 3.533 6.887  -0.3758
C18 -0.701 4.404 6.380  -0.1045
C19 -0.540 4.991 4.967  -0.1838
C20 -0.275 3.820 4.050  -0.0998
C21 1.035 2.941 4.417  -0.4370
N3 0.917 2.527 5.820  0.1050
O6 1.826 1.570 6.274  0.1185
C22 1.163 1.746 3.493  -0.0242
C23 2.284 3.761 4.205  -0.0163
C24 0.180 2.892 8.265  -0.0158
H38 2.535 3.878 7.427  0.0948
H39 1.377 5.253 8.062  0.1109
H40 1.933 5.205 6.465  0.0693
H41 -1.703 3.978 6.326  0.1331
H42 -0.725 5.355 6.911  0.1288
H43 0.211 5.764 4.806  0.1103
H44 -1.404 5.579 4.657  0.1293
H45 -0.301 4.057 2.987  0.1329
H46 -1.016 3.027 4.155  0.1112
H47 1.569 2.060 2.532  0.0891
H48 1.872 0.959 3.750  0.0941
H49 0.221 1.206 3.399  0.0782
H50 3.042 3.604 4.971  0.0969
H51 2.806 3.749 3.248  0.0967
H52 2.144 4.839 4.288  0.0833
H53 1.076 2.348 8.564  0.0869
H54 -0.609 2.151 8.131  0.0930
H55 -0.174 3.557 9.053  0.1091
H56 1.328 0.763 6.126  0.1507
C25 3.942 0.672 0.555  0.0000
C26 5.338 0.947 -0.104  -0.4384
C27 6.256 0.082 0.696  -0.1323
C28 6.229 -1.448 0.389  -0.1228
C29 6.208 -1.710 -1.121  -0.1362
C30 5.310 -0.818 -1.975  -0.4249
N4 5.430 0.601 -1.539  0.0910
O7 4.714 1.523 -2.259  0.0912
C31 5.865 -0.867 -3.368  -0.0128
C32 3.778 -1.313 -1.836  0.0428
C33 5.714 2.474 0.123  0.0076
H57 3.735 -0.375 0.780  0.0695
H58 3.187 1.000 -0.159  0.0873
H59 3.939 1.231 1.490  0.0951
H60 7.281 0.443 0.607  0.1313
H61 5.969 0.175 1.743  0.1306
H62 5.275 -1.837 0.745  0.0998
H63 6.951 -2.146 0.814  0.1289
H64 5.761 -2.685 -1.313  0.1275
H65 7.197 -1.946 -1.515  0.1305
H66 5.799 -1.852 -3.831  0.1188
H67 5.288 -0.157 -3.961  0.0830
H68 6.825 -0.362 -3.464  0.1074
H69 3.076 -0.548 -2.168  0.0618
H70 3.714 -2.304 -2.285  0.1112
H71 3.386 -1.491 -0.835  0.0640
H72 4.779 3.034 0.091  0.0873
H73 6.626 2.715 -0.424  0.0996
H74 5.954 2.776 1.143  0.0944
H75 5.381 2.001 -2.759  0.1580
C34 1.992 1.929 -4.413  -0.0049
C35 0.654 1.203 -4.188  -0.5135
C36 0.093 1.514 -2.854  -0.1511
C37 -0.425 2.987 -2.649  -0.1658
C38 -1.533 3.095 -3.658  -0.1469
C39 -1.175 2.788 -5.170  -0.4329
N5 -0.391 1.531 -5.200  -0.1048
O8 0.093 1.280 -6.512  -0.0054
C40 -2.467 2.534 -6.049  -0.0190
C41 -0.403 4.019 -5.750  -0.0121
C42 0.735 -0.338 -4.208  -0.0226
H76 2.746 1.259 -3.998  0.0540
H77 2.039 2.800 -3.758  0.0810
H78 2.257 2.033 -5.465  0.0817
H79 -0.602 0.747 -2.514  0.0961
H80 0.851 1.472 -2.072  0.1037
H81 0.364 3.734 -2.740  0.1020
H82 -0.866 3.223 -1.680  0.0975
H83 -1.892 4.122 -3.602  0.1135
H84 -2.314 2.481 -3.210  0.1054
H85 -3.142 3.361 -5.829  0.0802
H86 -2.275 2.572 -7.122  0.0731
H87 -2.925 1.557 -5.896  0.0790
H88 -0.634 4.350 -6.763  0.0837
H89 -0.642 4.878 -5.123  0.0793
H90 0.663 3.795 -5.764  0.0615
H91 1.413 -0.736 -3.453  0.0561
H92 1.138 -0.528 -5.203  0.0868
H93 -0.255 -0.788 -4.130  0.0866
H94 0.842 1.876 -6.588  0.0598
C43 0.636 -3.040 4.233  -0.7915
O9 0.945 -3.799 5.196  -0.0197
N6 -0.371 -2.216 4.251  0.1674
N7 1.359 -3.037 3.180  0.1744
H95 -0.633 -1.759 3.389  0.0753
H96 -1.131 -2.655 4.751  0.1176
H97 2.141 -3.675 3.210  0.1264
H98 0.773 -2.873 2.373  0.0606

Computed properties:
- LUMO level (spin up / spin down) (eV) = -4.15 / -8.55
- calculated total energy (eV) = -78488.2834
- energy relative to the best compared isomer or geometry (same formula, charge and spin) (kJ/mol) = 173.5
- orbital gap (spin up / spin down) (eV) = 7.2710 / 2.6503
- charge = +2
- HOMO energy (spin up / spin down) (eV) = -11.42 / -11.20
- multiplicity = 4
- ⟨S²⟩ = 3.76

***

Molecular formula: C2H8N3S
Method: DFT, the ωB97M-V functional and the def2-TZVPD basis

Last column: Löwdin charge in e.
Atoms and positions in Å:
C1 -1.920 -1.488 -1.910  -0.6528
S1 -0.455 -0.401 -1.713  0.2309
H1 -1.722 -2.446 -1.441  -0.0219
H2 -2.912 -1.079 -1.567  0.0105
H3 -1.974 -1.657 -2.991  -0.0320
N1 0.388 1.689 0.682  0.0579
C2 0.882 0.630 1.499  -0.6734
N2 0.251 -0.571 1.207  0.0453
N3 1.668 0.779 2.494  0.0307
H4 1.131 2.413 0.680  0.0757
H5 0.269 1.323 -0.270  -0.0503
H6 0.060 -0.760 0.197  -0.1070
H7 0.766 -1.263 1.771  0.0778
H8 1.746 1.749 2.821  0.0088

Computed properties:
- LUMO level (eV) = 4.13
- calculated total energy (eV) = -17510.5659
- energy relative to the best compared isomer or geometry (same formula, charge and spin) (kJ/mol) = 54.3
- orbital gap (eV) = 7.1740
- charge = -1
- HOMO energy (eV) = -3.04
- multiplicity = 1

***

Molecular formula: C5H9O
Method: DFT, the ωB97M-V functional and the def2-TZVPD basis

Last column: Löwdin charge in e.
Atoms and positions in Å:
C1 1.330 2.342 -0.046  -0.0624
C2 1.737 1.058 0.112  -0.2245
C3 0.936 -0.042 0.790  -0.2472
C4 -0.339 -0.248 -0.085  -0.2501
C5 -1.205 -1.512 0.040  -0.5866
O1 -2.331 -1.472 -0.714  -0.3832
H1 0.343 2.802 0.352  0.0778
H2 1.647 2.899 -0.952  0.0347
H3 2.340 0.659 -0.721  0.0927
H4 0.639 0.179 1.809  0.0880
H5 1.639 -0.857 0.898  0.0859
H6 -1.003 0.663 -0.215  0.1124
H7 0.157 -0.224 -1.103  0.0997
H8 -1.363 -1.537 1.217  0.0910
H9 -0.497 -2.319 -0.260  0.0720

Computed properties:
- LUMO level (eV) = 4.03
- calculated total energy (eV) = -7376.1323
- energy relative to the best compared isomer or geometry (same formula, charge and spin) (kJ/mol) = 101.9
- orbital gap (eV) = 6.3307
- charge = -1
- HOMO energy (eV) = -2.30
- multiplicity = 1
- structure (SMILES) = C=CCCC[O-]

***

Molecular formula: C36H99AlF2N10O13S2
Method: DFT, the ωB97M-V functional and the def2-TZVPD basis

Last column: Löwdin charge in e.
Atoms and positions in Å:
Al1 -2.161 0.547 3.952  1.0976
N1 -1.175 -0.673 1.523  -0.2203
S1 -1.581 -1.709 0.482  0.3855
O1 -0.793 -2.922 0.265  -0.2630
O2 -2.399 -1.197 -0.611  -0.3003
F1 -2.701 -2.335 1.430  -0.1961
S2 0.192 -0.328 0.476  0.6037
O3 0.021 0.141 -0.897  -0.2545
O4 1.396 -1.096 0.810  -0.2882
F2 0.551 1.098 1.163  -0.2014
C1 2.416 -6.528 -0.442  -0.0574
C2 2.018 -5.072 -0.638  -0.3873
C3 0.882 -4.854 -1.658  -0.1628
O5 0.915 -3.478 -1.958  -0.1711
C4 -0.131 -3.002 -2.827  -0.0567
N2 1.743 -4.550 0.707  0.1388
H1 3.063 -6.644 0.428  0.0860
H2 3.084 -6.907 -1.215  0.0856
H3 1.566 -7.207 -0.378  0.0871
H4 2.923 -4.573 -0.987  0.1438
H5 -0.136 -5.133 -1.388  0.1231
H6 1.146 -5.444 -2.536  0.1477
H7 -0.061 -3.398 -3.840  0.1027
H8 -0.053 -1.923 -2.697  0.0861
H9 -1.145 -3.247 -2.509  0.0614
H10 1.254 -3.670 0.638  0.0337
H11 1.025 -5.189 1.019  0.0907
C5 3.729 0.377 -1.492  -0.0248
C6 4.444 -0.943 -1.158  -0.3351
C7 5.924 -0.927 -1.625  -0.1832
O6 5.997 -0.977 -3.052  -0.1807
C8 7.362 -0.925 -3.485  -0.0953
N3 4.331 -1.136 0.304  0.1739
H12 3.881 0.647 -2.537  0.0913
H13 4.154 1.161 -0.866  0.0714
H14 2.664 0.449 -1.271  0.0543
H15 3.871 -1.734 -1.642  0.1435
H16 6.450 -1.829 -1.310  0.1279
H17 6.428 -0.058 -1.203  0.1232
H18 8.060 -1.660 -3.084  0.0906
H19 7.745 0.045 -3.167  0.0818
H20 7.477 -0.848 -4.567  0.0926
H21 4.775 -0.364 0.781  0.0563
H22 3.353 -1.184 0.556  0.0421
C9 2.301 4.607 1.628  -0.0394
C10 2.888 3.202 1.727  -0.4177
C11 4.424 3.147 1.615  -0.1705
O7 4.812 1.791 1.762  -0.2339
C12 6.165 1.527 1.959  -0.1106
N4 2.441 2.609 2.958  0.0595
H23 1.340 4.724 2.129  0.0494
H24 2.053 4.881 0.603  0.0857
H25 2.938 5.325 2.146  0.0895
H26 2.551 2.608 0.877  0.1232
H27 4.975 3.822 2.270  0.1341
H28 4.759 3.409 0.611  0.1316
H29 6.523 1.974 2.886  0.0922
H30 6.787 2.050 1.232  0.0941
H31 6.472 0.481 1.983  0.0934
H32 2.980 1.755 2.937  0.0636
H33 2.896 3.145 3.683  0.0922
C13 2.418 5.680 -6.353  -0.0833
C14 1.394 4.651 -6.072  -0.4328
C15 1.621 4.058 -4.619  -0.1564
O8 0.571 3.157 -4.311  -0.2064
C16 0.729 2.462 -3.083  -0.0998
N5 0.083 5.248 -6.232  0.0746
H34 3.314 5.172 -6.708  0.0869
H35 2.590 6.357 -5.516  0.0867
H36 2.060 6.280 -7.190  0.0850
H37 1.493 3.974 -6.920  0.1430
H38 1.649 4.844 -3.864  0.1257
H39 2.559 3.507 -4.549  0.1246
H40 -0.177 1.856 -3.083  0.0769
H41 0.733 3.091 -2.193  0.0807
H42 1.640 1.866 -3.041  0.0733
H43 -0.498 4.534 -5.816  0.0491
H44 -0.218 5.268 -7.196  0.0903
C17 -3.161 -6.158 -2.920  -0.0505
C18 -4.176 -5.087 -2.639  -0.3585
C19 -4.068 -4.473 -1.208  -0.1523
O9 -4.740 -5.338 -0.259  -0.1631
C20 -4.691 -4.766 1.057  -0.0960
N6 -3.882 -4.019 -3.607  0.1309
H45 -3.150 -6.648 -3.894  0.0909
H46 -3.144 -6.892 -2.114  0.0939
H47 -2.152 -5.745 -2.896  0.0584
H48 -5.158 -5.456 -2.935  0.1564
H49 -4.472 -3.462 -1.167  0.1030
H50 -3.013 -4.429 -0.939  0.1128
H51 -4.996 -5.492 1.811  0.0927
H52 -5.241 -3.833 1.177  0.0880
H53 -3.646 -4.686 1.356  0.0645
H54 -4.354 -4.278 -4.461  0.1013
H55 -4.305 -3.167 -3.266  0.0211
C21 2.613 -0.976 4.388  -0.0391
C22 1.128 -0.959 4.083  -0.4269
C23 0.522 -2.384 3.995  -0.1590
O10 -0.893 -2.290 3.858  -0.2748
C24 -1.446 -3.607 3.782  -0.0986
N7 0.577 -0.144 5.130  0.0608
H56 2.975 -1.530 5.254  0.0989
H57 2.982 0.044 4.496  0.0697
H58 3.132 -1.368 3.513  0.0829
H59 0.908 -0.405 3.171  0.0890
H60 0.745 -2.951 4.899  0.1333
H61 0.939 -2.926 3.146  0.1234
H62 -2.515 -3.706 3.972  0.0899
H63 -1.038 -4.321 4.497  0.0997
H64 -1.480 -4.001 2.766  0.0679
H65 0.524 -0.729 5.951  0.0937
H66 1.317 0.473 5.433  0.0624
C25 0.881 4.832 5.135  -0.0328
C26 0.261 3.421 5.293  -0.3893
C27 -0.853 3.305 6.334  -0.2013
O11 -1.256 1.969 6.640  -0.2862
C28 -0.583 1.420 7.820  -0.0768
N8 -0.295 3.042 3.953  0.0571
H67 1.588 4.838 4.306  0.0465
H68 1.474 5.102 6.009  0.0884
H69 0.082 5.565 5.020  0.0948
H70 1.006 2.718 5.666  0.1177
H71 -1.822 3.634 5.959  0.1310
H72 -0.607 3.819 7.263  0.1323
H73 -0.834 0.374 7.996  0.0838
H74 -0.883 1.882 8.760  0.0939
H75 0.499 1.438 7.686  0.0796
H76 -0.609 3.956 3.660  0.0687
H77 0.535 2.941 3.386  0.0009
C29 -5.595 0.645 0.031  -0.0324
C30 -4.307 0.891 0.926  -0.3494
C31 -3.524 2.209 0.651  -0.1200
O12 -2.248 2.270 1.384  -0.2831
C32 -1.300 3.188 0.832  -0.0981
N9 -4.865 0.871 2.318  0.0453
H78 -5.461 0.922 -1.015  0.0515
H79 -6.531 1.079 0.380  0.0852
H80 -5.791 -0.427 0.076  0.0763
H81 -3.755 -0.033 0.754  0.0826
H82 -4.135 3.089 0.851  0.1341
H83 -3.315 2.232 -0.419  0.1137
H84 -0.401 3.264 1.444  0.0512
H85 -1.762 4.174 0.775  0.0973
H86 -1.115 2.954 -0.216  0.0822
H87 -5.454 0.076 2.522  0.0839
H88 -5.508 1.645 2.407  0.0868
C33 -5.039 -0.850 -4.924  -0.0293
C34 -4.046 -0.623 -3.774  -0.3473
C35 -3.715 0.833 -3.394  -0.1812
O13 -3.193 1.510 -4.539  -0.1763
C36 -3.031 2.925 -4.355  -0.0780
N10 -4.578 -1.359 -2.572  0.0778
H89 -4.480 -0.536 -5.805  0.0860
H90 -5.948 -0.274 -4.749  0.0911
H91 -5.274 -1.893 -5.137  0.0685
H92 -3.143 -1.220 -3.901  0.1364
H93 -2.902 0.870 -2.670  0.1130
H94 -4.540 1.407 -2.972  0.1132
H95 -2.619 3.401 -5.245  0.0850
H96 -2.303 3.104 -3.564  0.0713
H97 -3.946 3.467 -4.114  0.0906
H98 -3.831 -1.371 -1.894  0.0308
H99 -5.341 -0.848 -2.151  0.0674

Computed properties:
- LUMO level (eV) = -11.05
- calculated total energy (eV) = -114129.7264
- energy relative to the best compared isomer or geometry (same formula, charge and spin) (kJ/mol) = 0.0
- orbital gap (eV) = 1.3899
- charge = +2
- HOMO energy (eV) = -12.44
- multiplicity = 1

***

Molecular formula: H12O6
Method: DFT, the ωB97M-V functional and the def2-TZVPD basis

Last column: Löwdin charge in e.
Atoms and positions in Å:
O1 -2.770 0.719 -2.753  -0.0540
H1 -2.979 -0.022 -3.321  0.0324
H2 -2.791 0.356 -1.867  -0.0193
O2 3.163 -0.030 0.112  -0.0767
H3 3.005 -0.875 0.532  -0.0275
H4 2.509 0.555 0.495  -0.0364
O3 1.492 1.732 1.535  -0.0283
H5 1.173 2.147 0.734  0.0517
H6 0.699 1.480 2.008  0.0466
O4 -2.493 0.412 0.205  -0.0322
H7 -3.274 0.364 0.756  0.0704
H8 -2.234 1.333 0.235  0.0667
O5 0.069 -0.524 -0.447  -0.0377
H9 -0.691 -0.194 0.033  -0.0097
H10 -0.305 -0.998 -1.190  0.0496
O6 2.001 -2.147 1.318  -0.0471
H11 1.429 -1.469 0.959  -0.0034
H12 1.997 -2.840 0.658  0.0549

Computed properties:
- LUMO level (eV) = -0.29
- calculated total energy (eV) = -12479.7285
- energy relative to the best compared isomer or geometry (same formula, charge and spin) (kJ/mol) = 133.7
- orbital gap (eV) = 9.6086
- HOMO energy (eV) = -9.90
- multiplicity = 1
- structure (SMILES) = O.O.O.O.O.O

***

- What is the multiplicity in the fourth record?
  1